1.
A 3-piece molecular cluster, C18H36N2O4S overall in a non-equilibrium geometry, computed with ωB97M-V/def2-TZVPD.

Atoms and positions in Å:
C 8.37983 -0.62020 -0.45579
C 7.62870 -1.59935 -1.47352
O 6.54491 -0.98177 -2.23037
C 5.69068 -0.23106 -1.39214
C 4.92471 -0.70192 -0.29150
S 4.78637 -2.42665 0.39524
C 4.17479 0.58976 0.33265
O 3.13220 0.60652 0.99459
O 5.07300 1.63147 -0.06282
C 5.39722 1.33805 -1.42186
O 5.47735 2.06094 -2.42115
H 7.74546 -0.24759 0.41376
H 8.87432 0.27636 -0.97824
H 9.23129 -1.24302 0.01869
H 8.41415 -1.91243 -2.26036
H 7.31753 -2.55466 -0.91970
H 3.80894 -3.01405 -0.40205
C -3.74969 1.15836 2.86612
C -2.51203 1.73642 2.18957
N -1.40453 2.00092 3.10044
C -0.33435 2.78724 2.49100
C 0.43739 2.15671 1.33177
C -0.95992 0.87552 3.91671
C -0.48353 -0.38232 3.19144
H -4.10246 1.81058 3.66935
H -4.55742 1.05947 2.13555
H -3.56422 0.16378 3.27922
H -2.81696 2.68107 1.72514
H -2.21372 1.06723 1.37215
H 0.37924 3.08856 3.26593
H -0.76932 3.72876 2.13419
H 1.14215 1.40357 1.67787
H 1.02370 2.92655 0.82048
H -0.22216 1.70541 0.58730
H -1.77995 0.59327 4.58603
H -0.16814 1.21163 4.59600
H -1.12928 -0.65563 2.35377
H -0.48096 -1.22839 3.88683
H 0.53610 -0.27470 2.82286
C -1.26404 -0.93340 -1.13602
C -2.23375 -1.16800 -2.28867
N -3.52033 -1.72189 -1.87956
C -4.33249 -2.18076 -3.00399
C -4.81754 -1.13217 -4.00532
C -4.24456 -0.97745 -0.85362
C -4.60459 0.47695 -1.15256
H -1.08910 -1.85381 -0.57248
H -0.30158 -0.59174 -1.52711
H -1.62399 -0.16495 -0.44740
H -1.75019 -1.87492 -2.97232
H -2.35371 -0.22855 -2.84313
H -5.20028 -2.73008 -2.62232
H -3.75129 -2.92955 -3.55542
H -5.64375 -0.54276 -3.60635
H -5.19086 -1.63061 -4.90531
H -4.02143 -0.45401 -4.31859
H -3.65148 -0.99921 0.06750
H -5.16014 -1.51992 -0.59115
H -3.78398 1.02722 -1.61799
H -4.85089 0.99290 -0.21870
H -5.48146 0.55234 -1.79461

SMILES: CCOC1=C(S)C(=O)OC1=O.CCN(CC)CC.CCN(CC)CC
Electronic energy in Eh: -1515.965604
Kohn-Sham gap in eV: 6.9
Strongest force on any atom in eV/A: 5.23
LUMO energy in hartree: -0.037

Charges in e, computed with Löwdin, in the same order as the atoms: C -0.087; C -0.230; O -0.067; C -0.140; C -0.364; S 0.752; C -0.314; O 0.118; O 0.073; C -0.271; O 0.151; H 0.077; H 0.095; H 0.094; H 0.138; H 0.096; H -0.102; C -0.086; C -0.269; N -0.190; C -0.244; C -0.088; C -0.246; C -0.079; H 0.080; H 0.056; H 0.067; H 0.121; H 0.076; H 0.112; H 0.108; H 0.027; H 0.077; H 0.059; H 0.100; H 0.115; H 0.062; H 0.073; H 0.055; C -0.088; C -0.268; N -0.192; C -0.252; C -0.092; C -0.244; C -0.081; H 0.082; H 0.075; H 0.036; H 0.118; H 0.098; H 0.111; H 0.108; H 0.054; H 0.071; H 0.066; H 0.095; H 0.117; H 0.072; H 0.056; H 0.055



2.
C18H36N4O6PS2 as an isolated structure, computed with ωB97M-V/def2-TZVPD.

Atoms and positions in Å:
C 4.94240 2.36221 -0.25686
C 5.78808 1.52401 -1.22533
C 5.97610 2.23521 -2.58528
C 5.30816 0.06566 -1.39570
C 5.27271 -0.69041 -0.06157
C 4.02111 -0.12786 -2.19044
O 2.97703 0.72195 -1.69013
S 1.61496 0.70592 -2.55743
O 1.34575 -0.69061 -2.82753
O 1.82118 1.57181 -3.69104
N 0.56291 1.29441 -1.54554
S 0.85700 1.68815 -0.05129
O 1.88725 2.67741 0.14101
O -0.43222 1.90625 0.59292
P 1.54509 -0.10904 0.97216
O 2.61821 0.11746 1.97956
H 5.55768 3.14932 0.18834
H 4.10712 2.83584 -0.76656
H 4.50324 1.77057 0.54688
H 6.78385 1.43503 -0.77551
H 7.02494 2.48923 -2.75942
H 5.65176 1.61972 -3.42511
H 5.41135 3.16762 -2.62316
H 6.06477 -0.42545 -2.02614
H 5.27764 -1.76927 -0.24013
H 4.38885 -0.45104 0.53311
H 6.15421 -0.44740 0.53574
H 3.68703 -1.16786 -2.13116
H 4.17196 0.10153 -3.24883
H 0.33897 -0.57842 1.50527
H 1.84366 -1.02207 -0.05690
C 0.36507 -4.00646 -1.50393
C -0.83925 -4.70272 -0.89019
C -1.61832 -3.79393 0.06801
C -0.83157 -3.39955 1.23458
N -0.20857 -3.06261 2.13879
H 1.09062 -3.72666 -0.73785
H 0.87069 -4.66032 -2.21469
H 0.08145 -3.09971 -2.03358
H -0.52238 -5.59963 -0.35263
H -1.52756 -5.02532 -1.67368
H -2.52113 -4.29922 0.41803
H -1.93729 -2.88645 -0.45000
C -1.91614 3.98325 2.98582
C -2.84836 2.90913 2.44725
C -4.31462 3.35268 2.39788
C -4.88680 3.60029 3.72238
N -5.33769 3.77985 4.76337
H -2.15067 4.23470 4.02274
H -0.88516 3.63633 2.93801
H -1.98701 4.89535 2.38917
H -2.76289 2.00422 3.05227
H -2.53716 2.63932 1.43822
H -4.92863 2.59344 1.90921
H -4.41037 4.26778 1.80937
C -5.56676 -2.51826 1.33657
C -5.24511 -1.23790 0.57696
C -6.38832 -0.78223 -0.33484
C -6.65862 -1.74349 -1.40458
N -6.87370 -2.49898 -2.24169
H -5.72171 -3.35785 0.65665
H -4.74723 -2.77484 2.00814
H -6.46879 -2.40040 1.94044
H -4.34060 -1.37310 -0.01842
H -5.03607 -0.43546 1.28636
H -6.15685 0.18087 -0.79207
H -7.30522 -0.65199 0.24401

Net charge: -1
Electronic energy in Eh: -2515.709655
Kohn-Sham gap in eV: 8.4
Strongest force on any atom in eV/A: 0.80
LUMO energy in hartree: 0.076

Charges in e, computed with Löwdin, in the same order as the atoms: C -0.070; C -0.374; C -0.055; C -0.329; C -0.060; C -0.195; O -0.307; S 0.465; O -0.326; O -0.292; N -0.341; S 0.380; O -0.342; O -0.406; P 0.673; O -0.459; H 0.080; H 0.056; H 0.065; H 0.119; H 0.066; H 0.065; H 0.076; H 0.139; H 0.077; H 0.040; H 0.082; H 0.118; H 0.115; H -0.025; H -0.005; C -0.103; C -0.260; C -0.194; C -0.235; N 0.150; H 0.069; H 0.073; H 0.070; H 0.109; H 0.107; H 0.111; H 0.119; C -0.102; C -0.267; C -0.197; C -0.245; N 0.128; H 0.069; H 0.072; H 0.078; H 0.115; H 0.084; H 0.104; H 0.119; C -0.109; C -0.257; C -0.193; C -0.241; N 0.139; H 0.070; H 0.070; H 0.075; H 0.106; H 0.103; H 0.118; H 0.118



3.
A 6-piece molecular cluster, C18H36O14 overall in a non-equilibrium geometry, computed with ωB97M-V/def2-TZVPD.

Atoms and positions in Å:
C 3.87329 6.74806 5.81891
O 2.91378 6.09518 5.05327
C 1.85553 5.40832 5.65644
O 1.68901 5.32716 6.91644
O 1.11152 4.86185 4.74488
C 0.13896 3.89123 5.13524
H 4.37565 7.40461 5.10851
H 4.64144 6.06137 6.17459
H 3.35315 7.30044 6.60148
H -0.71466 3.73026 4.47683
H -0.27608 4.15641 6.10762
H 0.78376 3.02373 5.27591
C -7.12935 -4.68325 2.41752
O -5.85153 -4.22419 3.01497
C -5.70189 -3.89216 4.28578
O -6.61819 -3.73974 5.04502
O -4.39625 -3.52558 4.43956
C -3.89936 -3.04790 5.61153
H -6.77394 -5.14018 1.49394
H -7.86501 -3.92690 2.14394
H -7.46084 -5.45994 3.10670
H -4.45373 -2.15529 5.90138
H -2.85895 -2.80152 5.39952
H -4.05615 -3.69504 6.47450
C 5.55662 2.86336 1.42401
O 6.55132 3.43349 0.57175
C 6.27547 3.58713 -0.79224
O 5.18762 3.25300 -1.33030
O 7.35218 4.08144 -1.40905
C 7.27032 4.29720 -2.80134
H 5.81174 2.91041 2.48269
H 5.14401 1.87069 1.24386
H 4.77590 3.62248 1.37593
H 6.47134 5.02739 -2.92994
H 7.05872 3.43581 -3.43485
H 8.12033 4.87169 -3.16949
C -0.84028 -7.34141 -5.15193
O -2.21784 -7.59502 -5.33565
C -2.87210 -7.29943 -6.46038
O -2.37989 -6.74963 -7.47579
O -4.17450 -7.58092 -6.23457
C -5.07716 -7.44045 -7.29046
H -0.61052 -6.31062 -4.88216
H -0.16936 -7.62127 -5.96412
H -0.53034 -7.99222 -4.33432
H -4.83034 -8.03334 -8.17118
H -5.23264 -6.39546 -7.55868
H -6.04160 -7.74616 -6.88488
C 0.35343 4.15968 -4.21592
C -1.12842 3.94415 -4.07015
O -1.69375 2.93289 -4.54689
C -1.94931 4.90554 -3.26390
H 0.45311 4.72022 -5.14541
H 0.91519 3.23002 -4.30677
H 0.87412 4.83514 -3.53714
H -2.93895 4.78396 -3.70427
H -1.47970 5.88282 -3.37560
H -2.05531 4.46399 -2.27299
C 0.87348 -0.44293 0.28141
C 1.32113 -1.52914 1.25634
O 1.59746 -1.23897 2.40767
C 1.28596 -2.91072 0.72232
H 0.15730 -0.70994 -0.49570
H 1.72037 -0.18480 -0.35439
H 0.42618 0.45132 0.71538
H 1.93127 -3.11828 -0.13125
H 0.34779 -3.46334 0.67181
H 1.70951 -3.57639 1.47438

ΔE to the lowest compared entry with this formula, charge and spin in kcal per mole: 73.77
SMILES: COC(=O)OC.COC(=O)OC.COC(=O)OC.COC(=O)OC.CC(C)=O.CC(C)=O
Electronic energy in Eh: -1760.708154
Kohn-Sham gap in eV: 10.0
Strongest force on any atom in eV/A: 4.98
LUMO energy in hartree: 0.013

Charges in e, computed with Löwdin, in the same order as the atoms: C -0.078; O -0.040; C -0.511; O 0.052; O 0.011; C -0.016; H 0.094; H 0.096; H 0.098; H 0.098; H 0.091; H 0.106; C 0.013; O -0.020; C -0.590; O 0.135; O -0.016; C -0.096; H 0.088; H 0.093; H 0.095; H 0.096; H 0.103; H 0.099; C -0.060; O -0.033; C -0.492; O 0.069; O 0.001; C -0.054; H 0.089; H 0.096; H 0.091; H 0.094; H 0.102; H 0.096; C -0.052; O -0.001; C -0.529; O 0.082; O -0.008; C -0.069; H 0.097; H 0.095; H 0.092; H 0.102; H 0.098; H 0.094; C -0.029; C -0.479; O 0.019; C -0.025; H 0.088; H 0.086; H 0.078; H 0.085; H 0.083; H 0.094; C -0.031; C -0.487; O 0.064; C -0.040; H 0.075; H 0.083; H 0.078; H 0.088; H 0.092; H 0.078



4.
A 6-piece molecular cluster, C18H36O18 overall in a non-equilibrium geometry, computed with ωB97M-V/def2-TZVPD.

Atoms and positions in Å:
C -2.65392 2.93565 1.16467
O -2.54851 3.84269 0.08746
C -2.64728 3.31707 -1.12130
O -2.66238 2.14152 -1.36863
O -2.70971 4.31776 -2.00183
C -2.56118 3.95790 -3.35737
H -1.82033 2.22896 1.18992
H -3.56702 2.33746 1.10814
H -2.65741 3.48091 2.10394
H -2.93538 2.96289 -3.59331
H -1.50669 4.00440 -3.63563
H -3.12891 4.65890 -3.96515
C 1.13088 2.10232 2.15527
O 0.81932 0.81497 1.65632
C 0.45587 0.77550 0.37182
O 0.32141 1.72145 -0.35696
O 0.29403 -0.49662 0.03236
C -0.37296 -0.70304 -1.20442
H 0.49947 2.89019 1.75619
H 2.18756 2.33421 1.98616
H 1.02904 2.09240 3.24198
H -1.27004 -0.09242 -1.31285
H -0.68454 -1.74609 -1.23206
H 0.27431 -0.54279 -2.06572
C 2.64979 -1.23234 -4.26832
O 2.98001 -2.41089 -3.54928
C 1.98251 -3.22016 -3.23169
O 0.81658 -3.01075 -3.45355
O 2.48157 -4.28772 -2.62690
C 1.54538 -5.29193 -2.24585
H 1.82270 -0.72570 -3.77561
H 2.40366 -1.47536 -5.30031
H 3.54642 -0.62253 -4.24737
H 0.55542 -4.91850 -1.99852
H 1.92616 -5.78756 -1.35763
H 1.43328 -5.98768 -3.07554
C -0.44141 9.14744 1.60089
O -0.81647 7.87871 1.05512
C 0.21356 7.14145 0.64303
O 1.37240 7.39939 0.82784
O -0.26231 6.05847 0.03537
C 0.72550 5.18765 -0.52595
H -1.37757 9.67410 1.75775
H 0.23237 9.67574 0.93601
H 0.01804 8.99413 2.57855
H 1.53442 5.76802 -0.97233
H 0.23209 4.56809 -1.26128
H 1.19482 4.61052 0.27151
C 1.00067 -3.76658 5.95520
O 1.03856 -2.54768 5.25611
C 2.24683 -2.16042 4.84094
O 3.24989 -2.83033 4.85755
O 2.14530 -0.92131 4.38832
C 3.38079 -0.33121 3.99822
H 1.56372 -4.55402 5.45077
H -0.03715 -4.06977 6.04776
H 1.42899 -3.67474 6.95761
H 3.21828 0.67608 3.63991
H 3.86568 -0.93010 3.22522
H 4.07016 -0.32415 4.84617
C -2.13254 -7.71726 -0.10679
O -2.67323 -6.41983 -0.41625
C -2.26888 -5.92530 -1.57839
O -1.52365 -6.47263 -2.35550
O -2.83341 -4.74071 -1.74975
C -2.47851 -4.04534 -2.96187
H -1.04883 -7.70900 -0.13757
H -2.57537 -8.45593 -0.77225
H -2.47748 -7.93773 0.90108
H -3.13280 -3.18131 -2.99515
H -2.64190 -4.70356 -3.81209
H -1.43970 -3.72596 -2.93416

ΔE to the lowest compared entry with this formula, charge and spin in kcal per mole: 3.91
SMILES: COC(=O)OC.COC(=O)OC.COC(=O)OC.COC(=O)OC.COC(=O)OC.COC(=O)OC
Electronic energy in Eh: -2061.811051
Kohn-Sham gap in eV: 11.3
Strongest force on any atom in eV/A: 1.19
LUMO energy in hartree: 0.019

Charges in e, computed with Löwdin, in the same order as the atoms: C -0.036; O 0.016; C -0.621; O 0.121; O 0.010; C -0.050; H 0.079; H 0.103; H 0.099; H 0.092; H 0.097; H 0.094; C -0.056; O 0.010; C -0.616; O 0.124; O 0.027; C -0.027; H 0.075; H 0.100; H 0.098; H 0.090; H 0.090; H 0.080; C -0.030; O 0.011; C -0.617; O 0.105; O 0.021; C -0.029; H 0.080; H 0.101; H 0.096; H 0.070; H 0.098; H 0.105; C -0.038; O 0.004; C -0.627; O 0.122; O 0.007; C -0.020; H 0.092; H 0.096; H 0.097; H 0.097; H 0.086; H 0.086; C -0.061; O 0.009; C -0.616; O 0.124; O 0.012; C -0.035; H 0.095; H 0.093; H 0.101; H 0.075; H 0.103; H 0.101; C -0.028; O 0.007; C -0.637; O 0.108; O 0.007; C -0.014; H 0.093; H 0.098; H 0.093; H 0.096; H 0.099; H 0.065